Entry 1:
Molecular formula: C51H61N4OP3SiTi
Method: DFT, ωB97M-V/def2-TZVPD

Structure (ORCA input):
```
! wB97M-V def2-TZVPD RIJCOSX def2/J DEFGRID3
* xyz -1 2
Ti 1.26408 0.14233 -0.97357
C -3.66000 0.41828 -1.14017
Si -2.66430 1.00328 0.27193
C -2.81029 -0.26775 1.60912
C -4.21836 -0.24331 1.94816
C -4.82774 -1.36068 2.47212
C -4.10726 -2.49440 2.89970
C -2.70758 -2.53726 2.63589
C -2.13292 -1.49850 1.79244
P -0.49207 -1.79096 0.77879
C 0.87527 -1.16978 1.83237
C 1.80363 -0.37509 1.06108
C 3.02038 0.15342 1.65332
C 3.39411 -0.27696 2.89585
C 2.41689 -1.02764 3.63669
C 1.11340 -1.43352 3.20332
C -0.45344 -3.53547 0.69590
C -1.57253 -3.79827 -0.25765
C -1.97009 -4.99213 -0.71271
C -1.00790 -6.22964 -0.26929
C 0.29562 -5.88810 0.63218
C 0.45944 -4.56612 1.11978
C -3.75618 2.59144 0.71327
C -5.10189 2.50391 0.30836
C -6.04415 3.48668 0.51716
C -5.71146 4.63870 1.15985
C -4.42908 4.78267 1.59888
C -3.41400 3.83689 1.32949
P -1.71710 4.00476 1.72764
C -1.73623 5.70240 2.60669
C -2.06671 5.84313 3.95821
C -2.29273 7.10821 4.47334
C -2.27615 8.28011 3.64179
C -1.86691 8.10053 2.33255
C -1.60836 6.85082 1.81861
C -1.52098 2.81836 3.29562
C -2.71193 2.16301 3.65058
C -2.85347 1.47878 4.84982
C -1.82170 1.71660 5.86748
C -0.61344 2.47866 5.58551
C -0.35681 2.69573 4.12757
H -3.77627 1.17408 -2.01217
H -4.67749 0.20912 -0.84736
H -3.30297 -0.65079 -1.54878
H -4.69821 0.69756 1.95851
H -5.91820 -1.31328 2.59351
H -4.62539 -3.33896 3.37460
H -2.22193 -3.39473 2.94808
H 0.23694 3.59265 4.37228
H 3.70304 0.77042 1.07643
H 4.22756 0.15274 3.35879
H 2.76071 -1.24700 4.56733
H 0.42067 -1.83854 3.98781
H -2.29670 -3.01366 -0.52985
H -2.81440 -4.98052 -1.34615
H -1.70488 -7.00505 0.33395
H 0.93122 -6.68772 0.85641
H 1.27054 -4.28947 1.76371
H -5.47736 1.67565 -0.00254
H -7.04700 3.31521 -0.02624
H -6.33548 5.45280 1.22354
H -4.04952 5.70629 2.09410
H -1.99247 4.86360 4.46697
H -2.72326 7.06718 5.44086
H -2.69454 9.11530 4.15158
H -1.89622 8.99377 1.65777
H -1.15691 6.71222 0.84426
H -3.63576 2.16444 3.07067
H -3.67857 0.81235 4.56106
H -2.17393 1.77410 6.87942
H -0.00538 2.98582 6.40868
H 0.35226 1.98450 3.72645
O 2.08157 1.71658 -1.46063
H 1.75093 2.52501 -1.03467
H -1.14220 -7.32233 -0.50899
N -0.33669 0.39728 -2.11299
C -0.48327 1.53075 -2.46757
N -0.82536 2.62801 -2.80294
C -1.20983 2.89840 -4.04132
N -1.66748 3.15703 -5.05306
C 2.48744 0.44794 -4.29291
C 2.37776 -1.09680 -4.39181
C 2.99199 -1.57494 -5.68560
C 0.83824 -1.55317 -4.45210
P 3.20651 -1.75312 -2.84201
N 2.12468 -1.07134 -1.78101
C 2.95448 -3.62369 -2.45370
C 3.80449 -4.35425 -1.40529
C 2.94069 -4.35983 -3.77961
C 1.52932 -3.74579 -1.92767
C 4.89257 -0.98080 -2.60904
C 5.46170 -1.70295 -1.39952
C 5.73141 -1.37978 -3.88648
C 4.84176 0.58015 -2.28693
H 1.76918 0.92240 -4.95212
H 3.55921 0.74814 -4.40535
H 2.28373 0.82967 -3.28836
H 2.20149 -1.42868 -6.42419
H 3.34654 -2.60122 -5.74601
H 3.81675 -1.03055 -6.04283
H 0.19609 -0.86434 -5.10527
H 0.31146 -1.54355 -3.47559
H 0.69799 -2.59665 -4.92147
H 4.84474 -4.55851 -1.67188
H 3.33985 -5.40494 -1.31450
H 3.85867 -3.82907 -0.47112
H 3.88308 -4.19025 -4.36534
H 2.08932 -3.95994 -4.28684
H 2.73832 -5.41993 -3.66002
H 1.33029 -2.91263 -1.17663
H 1.42077 -4.72913 -1.44910
H 0.74019 -3.52126 -2.67246
H 5.29577 -2.80292 -1.41008
H 5.01445 -1.40932 -0.47923
H 6.54337 -1.59320 -1.42963
H 5.60831 -2.44571 -4.06690
H 6.81727 -1.18960 -3.66270
H 5.47416 -0.75107 -4.75660
H 3.88614 0.90281 -1.83961
H 5.12851 1.18839 -3.23622
H 5.60154 0.65639 -1.55340
H -1.26705 1.39914 -0.21200
*
```

- LUMO (alpha / beta) (eV) = 1.76 / 1.08
- electronic energy (Eh) = -4436.8539

Results of the Löwdin charge analysis, in e, for atoms 1 through 5:
1 Ti 0.7846
2 C -0.2261
3 Si 0.6199
4 C -0.2522
5 C -0.1269



Entry 2:
Molecular formula: C51H62AsBaN7O6S3
Method: DFT, ωB97M-V/def2-TZVPD

Structure (ORCA input):
```
! wB97M-V def2-TZVPD RIJCOSX def2/J DEFGRID3
* xyz 0 1
Ba -0.05577 -0.10159 0.71418
C 2.00553 -6.47689 0.67668
N 1.98143 -5.47529 -0.34682
C 1.29003 -5.55699 -1.52642
C 1.61563 -4.48589 -2.27472
N 2.51103 -3.71689 -1.55332
C 2.71283 -4.32629 -0.33252
S 3.65533 -3.82549 0.92438
C 3.26273 -2.66379 -2.07402
C 3.52283 -2.60419 -3.44552
C 4.32153 -1.57679 -3.90352
C 4.85363 -0.66599 -3.00202
C 4.55283 -0.82579 -1.66132
N 3.76683 -1.79139 -1.21292
H 2.47333 -7.38699 0.29708
H 0.99503 -6.69529 1.01468
H 2.58993 -6.08549 1.50768
H 0.61793 -6.36399 -1.73132
H 1.24713 -4.18889 -3.23192
H 3.13283 -3.34499 -4.12552
H 4.54703 -1.50669 -4.95542
H 5.47873 0.14551 -3.33522
H 4.94183 -0.15779 -0.90602
S 3.19353 1.80561 -0.10542
C 2.83233 2.54181 -1.56492
N 3.47503 3.67001 -1.94972
C 3.18553 4.26071 -3.23452
C 1.69633 4.09701 -3.50412
N 1.39683 2.68601 -3.48782
C 0.67063 2.14651 -4.61782
C 1.60593 2.09641 -5.80142
C 1.51303 2.99691 -6.85432
C 2.45293 2.98191 -7.87302
C 3.49773 2.07581 -7.84052
C 3.59803 1.18011 -6.78742
C 2.66083 1.19001 -5.77192
C 1.89593 1.92851 -2.48962
S 1.52863 0.28821 -2.37152
C 4.39663 4.38681 -1.09452
C 3.88423 5.76951 -0.78712
C 4.68133 6.88981 -0.97672
C 4.18613 8.15601 -0.71492
C 2.88253 8.31271 -0.27752
C 2.08303 7.19751 -0.08462
C 2.58043 5.93131 -0.33182
H 3.75373 3.76441 -4.03402
H 3.46723 5.31371 -3.20832
H 1.43733 4.50701 -4.47812
H 1.11363 4.60651 -2.72742
H -0.19077 2.78661 -4.82382
H 0.34153 1.14371 -4.33752
H 0.69983 3.70991 -6.88872
H 2.37693 3.68811 -8.68722
H 4.23043 2.07151 -8.63322
H 4.41893 0.48071 -6.75522
H 2.72553 0.50991 -4.93572
H 5.37103 4.45091 -1.58972
H 4.49123 3.78941 -0.18352
H 5.69943 6.77041 -1.31922
H 4.81343 9.02281 -0.86272
H 2.49093 9.30341 -0.09812
H 1.06643 7.31561 0.25728
H 1.96663 5.05741 -0.16652
O -2.00757 -1.45109 -2.32922
H -1.52977 -1.35739 -3.15602
H -2.01227 -0.56799 -1.93412
O 2.19913 -0.96209 0.86468
H 2.27563 -1.81009 1.31688
H 2.75683 -1.12659 0.07288
O 0.02343 -2.00939 -0.55892
H -0.67767 -2.09309 -1.22402
H -0.47137 -2.11849 0.26648
O 1.86283 1.26281 2.76708
H 2.42573 0.50121 2.58188
H 2.17953 1.94721 2.16938
O 0.20823 2.18581 -0.04182
N -0.74097 2.12201 -0.83932
O -1.30677 1.01431 -0.95842
C -7.59077 -3.91249 2.04238
C -6.39917 -3.00389 2.03908
C -6.18517 -2.09549 1.01828
C -5.05947 -1.28399 0.99768
C -4.91417 -0.32809 -0.15282
C -4.12947 -1.36809 2.03388
As -2.49857 -0.32459 1.92268
N -1.16817 -1.54559 1.92348
C -1.27147 -2.89209 1.85588
C -2.23017 -3.55769 1.07168
C -2.28047 -4.93029 1.02908
C -1.38737 -5.69139 1.76538
C -0.41067 -5.05049 2.51368
C -0.32017 -3.67949 2.52528
C -2.50147 0.44341 3.73758
C -1.58127 0.23001 4.76208
C -0.27947 -0.47929 4.54998
C -1.86167 0.70401 6.03958
C -3.02087 1.40221 6.32308
C -3.33717 1.86731 7.71408
C -3.88627 1.67811 5.27388
C -3.63277 1.22321 3.99108
C -4.59867 1.58041 2.90498
C -4.34157 -2.26429 3.07968
C -3.40587 -2.39909 4.24018
C -5.46677 -3.07359 3.06208
H -8.25917 -3.68029 1.21668
H -8.14407 -3.81379 2.97568
H -7.27187 -4.95139 1.95088
H -6.89837 -2.02059 0.20688
H -5.22557 -0.80259 -1.08232
H -3.88697 0.01891 -0.27642
H -5.54767 0.54721 0.00458
H -2.92807 -2.97149 0.48168
H -3.03307 -5.41119 0.41948
H -1.44847 -6.77119 1.74218
H 0.28933 -5.62789 3.10068
H 0.44713 -3.17999 3.10188
H 0.51433 0.24381 4.36308
H -0.33547 -1.14819 3.69778
H -0.01367 -1.07329 5.42268
H -1.15007 0.50221 6.83038
H -2.56097 1.55771 8.41058
H -4.28987 1.45301 8.04638
H -3.41847 2.95391 7.74378
H -4.78147 2.25891 5.46118
H -5.23047 2.41011 3.21478
H -5.25117 0.73901 2.66918
H -4.07597 1.87961 1.99518
H -2.36367 -2.28829 3.95948
H -3.51737 -3.38349 4.69138
H -3.62537 -1.64699 5.00058
H -5.61007 -3.78269 3.86778
*
```

- LUMO (eV) = -1.01
- electronic energy (Eh) = -6271.0869

Results of the Löwdin charge analysis, in e, for atoms 1 through 5:
1 Ba 2.0102
2 C -0.0467
3 N -0.1133
4 C -0.0341
5 C -0.0474



Entry 3:
Molecular formula: C51H62N8OPtS2
Method: DFT, ωB97M-V/def2-TZVPD

Structure (ORCA input):
```
! wB97M-V def2-TZVPD RIJCOSX def2/J DEFGRID3
* xyz 2 1
Pt 0.21391 1.03957 -0.33289
C 6.22729 -0.43773 0.22650
C 5.83757 0.98230 -0.19338
C 4.43983 1.33165 0.21240
C 4.02886 2.01820 1.31703
C 4.87282 2.65818 2.37491
C 5.08705 4.15260 2.12614
C 2.59179 2.06599 1.26827
C 1.78924 2.67902 2.20733
C 0.40748 2.71840 2.19678
C -0.41113 3.34587 3.20263
C 0.12068 4.07341 4.39699
C 0.40648 3.13459 5.57225
C -1.71270 3.10147 2.86561
C -1.69416 2.32555 1.65199
C -2.81231 1.82610 1.01611
C -2.82656 1.03470 -0.11992
N -1.72155 0.60540 -0.79961
C -2.16309 -0.06014 -1.91715
C -1.36246 -0.57355 -2.91612
C 0.01936 -0.54740 -2.94808
N 0.82674 -0.01908 -1.96800
C 2.12525 -0.23600 -2.35013
C 3.24578 0.18815 -1.65899
C 3.25440 0.93937 -0.50265
N 2.15269 1.41206 0.15270
C 2.14056 -0.93494 -3.60484
C 0.83706 -1.09888 -3.99198
C 0.31946 -1.71793 -5.25436
C -0.10370 -3.17846 -5.09448
C 3.37875 -1.31136 -4.35587
C 3.95146 -0.13769 -5.15430
C -3.59662 -0.11082 -1.90132
C -4.00838 0.56684 -0.78652
C -5.40239 0.77971 -0.28734
C -5.78253 -0.21605 0.81187
C -4.42607 -0.82554 -2.92053
C -4.44688 -2.33977 -2.69283
N -0.39662 2.13192 1.26250
C -2.95617 3.49301 3.59890
C -3.53292 2.34620 4.43440
H 7.24028 -0.67209 -0.09679
H 5.55261 -1.17780 -0.20518
H 6.18510 -0.54304 1.31042
H 5.94740 1.09521 -1.27433
H 6.52703 1.69637 0.25932
H 5.83797 2.15233 2.41260
H 4.41402 2.51082 3.35456
H 5.58692 4.31534 1.16993
H 5.70221 4.59430 2.90809
H 4.13423 4.68514 2.10553
H 2.28630 3.15710 3.03957
H -0.60125 4.83218 4.70228
H 1.03206 4.61074 4.12687
H -0.50545 2.63627 5.89977
H 0.81110 3.68699 6.41894
H 1.12588 2.36343 5.29357
H -3.77075 2.08032 1.44604
H -1.86010 -1.04603 -3.75093
H 4.20596 -0.08467 -2.07258
H 1.09652 -1.64557 -6.01674
H -0.52354 -1.12930 -5.62428
H 0.73317 -3.79467 -4.76837
H -0.46797 -3.57212 -6.04236
H -0.89381 -3.28612 -4.35256
H 3.14548 -2.13488 -5.03163
H 4.13201 -1.69074 -3.66188
H 3.22793 0.21821 -5.88772
H 4.85382 -0.43498 -5.68574
H 4.20147 0.69900 -4.50070
H -6.09969 0.68612 -1.12006
H -5.50842 1.79987 0.08707
H -5.72654 -1.24012 0.44032
H -6.79874 -0.04038 1.16133
H -5.11106 -0.13219 1.66840
H -4.04936 -0.60682 -3.92193
H -5.44543 -0.44035 -2.88570
H -3.43901 -2.75855 -2.71681
H -5.03857 -2.83959 -3.45788
H -4.88532 -2.57580 -1.72213
H -3.70795 3.84443 2.88832
H -2.73232 4.33819 4.25063
H -3.78054 1.48704 3.80933
H -4.43902 2.66193 4.94905
H -2.81625 2.01493 5.18529
C -2.87731 -4.44472 3.09829
C -3.58750 -3.53624 2.10095
C -2.72396 -3.21527 0.89228
N -1.60395 -2.35352 1.30346
C -0.54910 -2.00236 0.61710
S 0.42817 -0.68416 1.26526
N -0.19339 -2.61976 -0.51806
C -0.29537 -4.01071 -0.88400
O -0.39195 -4.27758 -2.04701
C -0.18093 -5.00757 0.20621
C -0.76279 -6.25733 -0.00520
C -0.65472 -7.23674 0.96575
C 0.05293 -6.97951 2.13365
C 0.65881 -5.74645 2.33185
C 0.54044 -4.75521 1.37117
H -3.49613 -4.61648 3.97657
H -1.93211 -4.01682 3.43826
H -2.65499 -5.41327 2.64817
H -3.90271 -2.60388 2.58031
H -4.49718 -4.01385 1.73584
H -3.28229 -2.67495 0.12195
H -2.34886 -4.14055 0.46209
H -1.74280 -1.82713 2.15892
H 0.36632 -2.06675 -1.16312
H -1.29320 -6.44425 -0.92901
H -1.11093 -8.20381 0.80927
H 0.14450 -7.74967 2.88713
H 1.23204 -5.56179 3.22951
H 1.04556 -3.80838 1.51785
S -0.26302 2.81847 -1.86535
C 0.81986 4.12482 -1.68151
N 0.65523 5.16867 -2.53901
C 1.43245 6.27420 -2.50152
C 2.42283 6.34840 -1.57193
C 2.54966 5.24440 -0.71245
N 1.78047 4.17589 -0.75960
H -0.08434 5.09965 -3.22894
H 1.21522 7.04367 -3.22780
H 3.06894 7.20867 -1.50303
H 3.31943 5.23648 0.05071
*
```

- LUMO (eV) = -5.75
- electronic energy (Eh) = -3409.2745

Results of the Löwdin charge analysis, in e, for atoms 1 through 5:
1 Pt 1.2091
2 C -0.0709
3 C -0.1813
4 C -0.1132
5 C -0.1142



no.,strongest force on any atom (hartree/bohr)
1,0.117
2,0.148
3,0.007